# 1
Formula: C12H16FN
Source: the OMol25 dataset
Level of theory: ωB97M-V/def2-TZVPD

Values from the calculation:
Structure (SMILES): NC1(c2ccccc2F)CCCCC1
Kohn-Sham gap, eV: 9.761
HOMO, eV: -8.853
Energy above the lowest of the compared OMol25 structures with the same formula, charge and spin, eV: 0.000

Each line ends with the Löwdin charge.
CARTESIAN COORDINATES (ANGSTROEM)
C (0.03001, 0.52732, -0.43899)  -0.490
C (-1.15313, 0.62817, -1.48775)  -0.144
C (-0.74957, 1.59796, -2.59248)  -0.217
C (0.52182, 1.17311, -3.31558)  -0.187
C (1.67687, 0.96308, -2.30840)  -0.182
C (1.27073, 0.03708, -1.16817)  -0.133
C (-0.41758, -0.42411, 0.64289)  -0.106
C (-1.54358, -1.24263, 0.66933)  -0.042
C (-1.81785, -2.15701, 1.67459)  -0.076
C (-0.95230, -2.24790, 2.79781)  -0.080
C (0.23908, -1.53981, 2.77437)  -0.022
C (0.42912, -0.55685, 1.77619)  -0.145
H (-0.46609, 2.11053, 0.77600)  0.113
H (1.16824, 1.84930, 0.56409)  0.075
H (-2.14868, 0.82727, -1.05688)  0.117
H (-1.22451, -0.39542, -1.98075)  0.133
H (-1.52582, 1.75537, -3.32992)  0.102
H (-0.59224, 2.52759, -2.02126)  0.106
H (0.86415, 1.99246, -3.91140)  0.097
H (0.32133, 0.28285, -3.90804)  0.113
H (2.03761, 1.90019, -1.85458)  0.117
H (2.42654, 0.54522, -2.92579)  0.089
H (1.12052, -0.96194, -1.59636)  0.130
H (2.02091, -0.10345, -0.34742)  0.126
H (-2.26439, -1.12572, -0.12029)  0.097
H (-2.78403, -2.67438, 1.76652)  0.106
H (-1.03633, -2.97493, 3.64746)  0.118
H (0.95323, -1.50978, 3.54427)  0.097
N (0.27077, 1.85776, 0.09993)  0.089
F (1.55916, 0.26667, 1.99022)  -0.002


# 2
Formula: C12H16N
Source: the OMol25 dataset
Level of theory: ωB97M-V/def2-TZVPD

Values from the calculation:
Structure (SMILES): Cc1ccc(C[N+]2=CCCC2)cc1
Net charge: +1
Kohn-Sham gap, eV: 6.836
HOMO, eV: -11.450
Energy above the lowest of the compared OMol25 structures with the same formula, charge and spin, eV: 10.619

Each line ends with the Löwdin charge.
CARTESIAN COORDINATES (ANGSTROEM)
C (-4.14702, 2.78596, -0.75877)  -0.114
C (-3.08880, 1.57445, -0.34949)  -0.159
C (-2.68040, 1.21257, 1.22842)  -0.008
C (-1.57968, 0.01762, 1.61118)  -0.018
C (-0.84343, -0.87297, 0.44271)  -0.183
C (0.28445, -2.04032, 0.68099)  -0.103
N (1.66149, -1.37414, 0.47687)  -0.100
C (2.81195, -2.14435, 0.29291)  0.087
C (4.12133, -1.13017, 0.05901)  -0.097
C (3.23394, 0.05556, -0.71818)  -0.120
C (2.02857, 0.10020, 0.44073)  -0.132
C (-1.27113, -0.54192, -1.12049)  -0.030
C (-2.36981, 0.64328, -1.53561)  -0.009
H (-5.12612, 2.35145, -1.23385)  0.091
H (-3.57270, 3.48515, -1.53317)  0.094
H (-4.39946, 3.49999, 0.16304)  0.093
H (-3.19066, 1.87479, 2.06336)  0.097
H (-1.30804, -0.17087, 2.75516)  0.099
H (0.27874, -2.44451, 1.79909)  0.152
H (0.14480, -2.95860, -0.05589)  0.153
H (2.94649, -3.30553, 0.23960)  0.174
H (5.05708, -1.56760, -0.49085)  0.131
H (4.35583, -0.63941, 1.11925)  0.138
H (2.67650, -0.39740, -1.65105)  0.135
H (3.69421, 1.13135, -0.78549)  0.138
H (2.37690, 0.33980, 1.55719)  0.163
H (1.28586, 0.87630, -0.02336)  0.143
H (-0.76780, -1.15883, -2.00187)  0.094
H (-2.61308, 0.79813, -2.67142)  0.094


# 3
Formula: C12H16N2
Source: the OMol25 dataset
Level of theory: ωB97M-V/def2-TZVPD

Values from the calculation:
Structure (SMILES): Cc1c[nH]cn1.CCc1ccccc1
Kohn-Sham gap, eV: 9.538
HOMO, eV: -8.600
Energy above the lowest of the compared OMol25 structures with the same formula, charge and spin, eV: 3.574

Each line ends with the Löwdin charge.
CARTESIAN COORDINATES (ANGSTROEM)
C (-1.80409, -0.42402, -1.70895)  -0.234
C (-1.57572, -1.91238, -2.01611)  -0.147
C (-0.43110, 0.13387, -1.48744)  -0.241
C (0.74644, -0.57274, -1.29591)  -0.087
C (-0.31994, 1.55459, -1.61788)  -0.075
C (1.95371, 0.04957, -1.08689)  -0.094
C (0.85752, 2.10945, -1.42680)  -0.136
C (2.08791, 1.44693, -1.23312)  -0.063
H (-2.44625, 0.15983, -2.36035)  0.090
H (-2.58648, -0.34725, -0.69712)  0.173
H (-2.56710, -2.51563, -2.07645)  0.091
H (0.70111, -1.67646, -1.14645)  0.102
H (-1.09950, 2.19851, -2.02903)  0.120
H (2.80481, -0.63971, -0.93210)  0.111
H (1.10476, 3.21596, -1.66768)  0.132
H (3.03946, 1.71259, -0.98779)  0.063
H (-0.92605, -2.41707, -1.25313)  0.052
H (-1.08382, -1.93872, -3.06969)  0.108
C (-0.84215, 1.68952, 2.31336)  -0.049
C (1.17448, 0.03105, 2.61831)  -0.084
C (-0.07533, 0.34378, 2.31389)  -0.340
C (-0.00451, -1.88932, 2.04316)  -0.154
N (1.29623, -1.35415, 2.30844)  0.024
N (-0.80883, -0.84116, 1.91646)  0.077
H (2.21964, 0.53315, 3.04658)  0.179
H (1.82042, -1.81681, 2.89435)  0.040
H (-1.70442, 1.70536, 1.53982)  0.098
H (-0.08065, 2.40676, 2.17843)  0.035
H (-0.19366, -2.89529, 1.57434)  0.126
H (-1.25687, 1.94980, 3.34576)  0.084


# 4
Formula: C12H16N2O
Source: the OMol25 dataset
Level of theory: ωB97M-V/def2-TZVPD

Values from the calculation:
Structure (SMILES): CN(C)[C@H]1CC(=O)N(c2ccccc2)C1
Kohn-Sham gap, eV: 9.111
HOMO, eV: -8.341
Energy above the lowest of the compared OMol25 structures with the same formula, charge and spin, eV: 1.141

Each line ends with the Löwdin charge.
CARTESIAN COORDINATES (ANGSTROEM)
O (-2.76493, 1.00535, 0.02411)  0.076
C (-1.99435, 0.14186, 0.39961)  -0.412
C (2.01307, 3.24966, -0.72683)  -0.106
C (0.65201, 3.44072, -0.99175)  -0.069
C (2.49082, 2.10376, -0.11244)  -0.103
C (-0.22330, 2.39681, -0.68614)  0.002
C (1.62182, 1.11583, 0.27913)  -0.036
C (0.24170, 1.21945, -0.02412)  -0.159
N (-0.60997, 0.15645, 0.30929)  0.030
N (-1.23714, -3.39724, 1.23784)  -0.230
C (-2.46523, -4.17408, 1.44475)  -0.086
C (0.00327, -4.17790, 0.98379)  -0.076
C (-2.47785, -1.22091, 0.82698)  -0.047
C (-0.11451, -1.17668, 0.68503)  -0.108
C (-1.29215, -2.11056, 0.47865)  -0.298
H (2.67393, 4.02555, -1.07689)  0.094
H (0.31334, 4.33390, -1.49406)  0.102
H (3.55789, 1.97006, 0.07269)  0.108
H (-1.23299, 2.46265, -0.97624)  0.083
H (2.04428, 0.23367, 0.76656)  0.105
H (-3.13791, -3.56193, 2.04169)  0.069
H (-2.30526, -5.09320, 2.05151)  0.092
H (-2.88091, -4.40845, 0.45558)  0.084
H (0.00247, -5.11729, 1.49580)  0.070
H (0.09989, -4.36706, -0.07821)  0.077
H (0.88612, -3.64683, 1.29128)  0.067
H (-3.39779, -1.47731, 0.27230)  0.137
H (-2.68454, -1.24868, 1.89344)  0.131
H (0.71039, -1.53959, 0.08142)  0.123
H (0.22965, -1.20851, 1.68923)  0.123
H (-1.38692, -2.34565, -0.59598)  0.156